{"formula": "C60H70F6N10P", "method": "ωB97M-V with the def2-TZVPD basis set", "charge": 9, "orbital_gap_ev": 0.9, "homo_energy_ev": -14.7, "largest_force_ev_per_a": 12.462, "elements": ["C", "N", "C", "C", "C", "C", "C", "C", "C", "C", "N", "C", "C", "C", "H", "H", "H", "H", "H", "H", "H", "H", "H", "H", "H", "H", "H", "H", "C", "N", "C", "C", "C", "C", "C", "C", "C", "C", "N", "C", "C", "C", "H", "H", "H", "H", "H", "H", "H", "H", "H", "H", "H", "H", "H", "H", "C", "N", "C", "C", "C", "C", "C", "C", "C", "C", "N", "C", "C", "C", "H", "H", "H", "H", "H", "H", "H", "H", "H", "H", "H", "H", "H", "H", "C", "N", "C", "C", "C", "C", "C", "C", "C", "C", "N", "C", "C", "C", "H", "H", "H", "H", "H", "H", "H", "H", "H", "H", "H", "H", "H", "H", "C", "N", "C", "C", "C", "C", "C", "C", "C", "C", "N", "C", "C", "C", "H", "H", "H", "H", "H", "H", "H", "H", "H", "H", "H", "H", "H", "H", "P", "F", "F", "F", "F", "F", "F"], "coordinates": [[1.685, -1.384, -5.238], [1.827, -0.935, -6.659], [0.809, -1.116, -7.524], [0.878, -0.521, -8.775], [2.051, 0.047, -9.261], [3.125, 0.127, -8.341], [2.989, -0.437, -7.074], [2.118, 0.681, -10.609], [1.199, 0.373, -11.575], [1.095, 0.980, -12.785], [2.059, 1.879, -13.099], [2.935, 2.290, -12.143], [3.051, 1.677, -10.894], [2.014, 2.536, -14.427], [0.974, -2.193, -5.224], [1.359, -0.547, -4.591], [2.665, -1.746, -4.986], [-0.043, -1.696, -7.162], [0.021, -0.700, -9.396], [4.098, 0.570, -8.621], [3.807, -0.422, -6.362], [0.491, -0.476, -11.438], [0.451, 0.575, -13.566], [3.544, 3.095, -12.477], [3.834, 1.929, -10.196], [2.367, 1.772, -15.154], [2.680, 3.419, -14.485], [0.976, 2.821, -14.761], [-4.620, 9.676, 0.934], [-4.760, 11.203, 0.977], [-3.685, 11.963, 1.335], [-3.759, 13.350, 1.276], [-4.939, 13.954, 0.891], [-6.047, 13.169, 0.514], [-5.895, 11.835, 0.570], [-5.044, 15.421, 1.142], [-3.994, 16.302, 1.091], [-4.085, 17.512, 1.725], [-5.153, 17.879, 2.457], [-6.235, 17.121, 2.343], [-6.213, 15.924, 1.681], [-5.081, 19.014, 3.401], [-4.303, 9.309, 1.862], [-3.929, 9.414, 0.183], [-5.571, 9.218, 0.633], [-2.866, 11.410, 1.705], [-2.876, 13.924, 1.618], [-6.965, 13.703, 0.359], [-6.745, 11.192, 0.420], [-3.110, 16.146, 0.531], [-3.214, 18.163, 1.805], [-7.126, 17.473, 2.880], [-7.147, 15.341, 1.870], [-4.738, 18.663, 4.381], [-6.024, 19.440, 3.562], [-4.276, 19.706, 3.133], [5.642, 4.473, 11.813], [4.281, 4.125, 12.342], [3.240, 4.957, 12.053], [1.970, 4.605, 12.354], [1.740, 3.452, 13.075], [2.812, 2.558, 13.361], [4.052, 2.929, 12.898], [0.378, 3.049, 13.522], [0.147, 2.724, 14.862], [-1.148, 2.431, 15.284], [-2.103, 2.399, 14.336], [-1.906, 2.598, 13.033], [-0.643, 2.921, 12.600], [-3.451, 2.071, 14.785], [5.526, 4.985, 10.809], [6.392, 3.697, 11.747], [6.067, 5.210, 12.480], [3.511, 5.847, 11.483], [1.091, 5.228, 12.219], [2.610, 1.580, 13.759], [4.934, 2.384, 13.111], [0.988, 2.808, 15.575], [-1.431, 2.153, 16.266], [-2.699, 2.485, 12.308], [-0.535, 3.166, 11.565], [-3.413, 1.489, 15.733], [-3.995, 1.584, 13.937], [-3.940, 2.988, 15.003], [-3.751, -13.148, -2.014], [-4.306, -12.081, -1.111], [-3.605, -11.707, -0.027], [-4.016, -10.659, 0.725], [-5.065, -9.836, 0.285], [-5.714, -10.206, -0.880], [-5.307, -11.294, -1.593], [-5.290, -8.507, 0.941], [-4.173, -7.701, 1.078], [-4.372, -6.454, 1.667], [-5.560, -6.047, 2.000], [-6.670, -6.777, 1.779], [-6.581, -8.063, 1.258], [-5.618, -4.578, 2.424], [-3.738, -12.713, -3.017], [-4.423, -13.990, -2.007], [-2.699, -13.457, -1.809], [-2.733, -12.328, 0.237], [-3.557, -10.447, 1.648], [-6.542, -9.572, -1.180], [-5.828, -11.578, -2.475], [-3.191, -8.048, 0.770], [-3.507, -5.860, 1.801], [-7.581, -6.253, 2.005], [-7.469, -8.676, 1.176], [-4.673, -4.189, 2.794], [-6.361, -4.428, 3.242], [-5.881, -4.007, 1.580], [7.490, -9.819, -8.992], [7.270, -9.858, -7.510], [7.564, -10.998, -6.806], [7.458, -11.034, -5.450], [7.003, -9.906, -4.773], [6.645, -8.788, -5.509], [6.848, -8.772, -6.871], [7.039, -9.835, -3.319], [5.973, -9.701, -2.481], [6.194, -9.752, -1.126], [7.401, -9.897, -0.563], [8.467, -10.013, -1.331], [8.325, -9.992, -2.720], [7.521, -10.012, 0.883], [8.388, -9.351, -9.247], [6.736, -9.185, -9.425], [7.639, -10.837, -9.381], [7.917, -11.843, -7.384], [7.822, -11.903, -4.896], [6.326, -7.884, -5.008], [6.622, -7.901, -7.503], [4.958, -9.733, -2.865], [5.352, -9.660, -0.366], [9.441, -10.265, -0.877], [9.166, -10.210, -3.329], [6.513, -10.124, 1.278], [8.024, -9.152, 1.259], [8.105, -10.871, 1.102], [-1.631, 2.574, -5.295], [-2.116, 2.684, -3.938], [-0.842, 3.885, -5.376], [-0.418, 1.651, -5.243], [-2.105, 3.115, -7.185], [-2.555, 1.438, -5.751], [-3.104, 3.637, -6.072]], "forces_ev_per_a": [[0.1, 0.7, -1.0], [-0.8, -1.3, 1.2], [-0.3, 1.0, -0.6], [-0.6, -1.8, 0.5], [0.6, 1.2, -0.4], [0.5, -0.5, 0.5], [1.2, 1.7, -1.3], [0.6, -0.1, 2.1], [-2.6, -2.0, -0.4], [1.5, -0.6, -0.5], [-1.0, 1.2, 0.5], [0.1, -0.8, 0.1], [-0.4, 0.2, -1.4], [-0.1, -0.2, -1.3], [-0.2, -0.2, 0.2], [0.2, -0.4, -0.4], [0.3, -0.2, 0.6], [0.2, 0.5, -0.2], [-0.2, 0.3, -0.2], [-0.7, -0.5, 0.3], [-0.2, 0.1, 0.0], [0.6, 0.9, 0.1], [0.0, 0.6, 0.2], [0.6, 0.4, 0.1], [-0.1, 0.4, -0.2], [-0.1, 0.6, 0.3], [-0.4, -0.6, 0.3], [1.0, -0.3, 0.8], [-1.8, 1.5, -0.7], [0.6, 0.4, -0.3], [-1.8, 0.1, -0.6], [1.2, -0.8, 0.4], [-0.2, 0.5, -0.1], [1.5, 2.0, 0.8], [-0.5, -2.2, 0.3], [-1.0, -0.6, 0.1], [0.1, 0.8, -0.3], [0.9, 0.8, 0.9], [0.7, -0.1, -0.6], [-1.2, 0.7, 0.9], [-1.6, -1.0, 1.0], [1.9, -0.5, 0.7], [0.3, -0.3, 1.4], [1.0, 0.0, -0.9], [0.1, 0.4, 0.3], [1.0, -0.3, 0.2], [-0.7, -0.4, -0.3], [-0.5, -0.5, -0.5], [0.0, -0.3, -0.3], [0.8, -0.5, -0.3], [-0.3, 0.0, -0.2], [0.4, -0.3, -0.3], [1.0, 0.3, -0.7], [-0.2, -0.5, -0.2], [-1.2, 0.8, -0.3], [-0.6, 0.1, -0.5], [-0.2, 1.8, -0.8], [-0.4, -0.1, -1.2], [1.7, 0.2, -0.9], [-1.4, 0.2, 1.1], [0.8, -2.0, 0.7], [-1.1, 1.3, -1.2], [0.2, 0.5, 1.0], [0.4, -0.1, 0.2], [0.3, 0.5, 0.7], [1.4, 0.2, -2.1], [-0.6, -0.7, 0.7], [1.0, 0.1, -0.2], [-0.5, 0.6, 0.1], [-0.9, -1.1, -0.1], [0.0, -0.8, 1.1], [-0.6, -0.8, 0.1], [0.0, 0.3, 0.2], [-0.2, -0.1, 0.4], [0.5, 0.4, -0.5], [0.3, -0.1, 0.4], [0.6, -0.8, -0.1], [-0.8, -0.2, -0.3], [-0.2, 0.0, 0.8], [-0.4, 0.0, 0.5], [0.3, -0.1, -0.4], [-0.1, 0.1, -1.0], [0.4, 0.1, 1.1], [-0.6, 0.9, 0.2], [0.3, 0.3, -0.6], [1.0, 0.7, -1.4], [0.2, -1.6, 0.1], [-1.0, 1.1, -0.2], [1.0, -0.4, 0.3], [-0.7, 1.1, 0.5], [0.2, -0.9, 1.2], [-0.5, -1.2, -0.8], [-0.7, 0.4, 0.7], [1.9, -2.4, -1.3], [-0.5, 2.4, 0.5], [-0.1, -0.3, -0.1], [0.7, 1.1, 0.7], [-1.0, -0.8, 1.6], [-0.1, -0.2, 0.1], [-0.1, -0.4, 0.1], [-1.0, 0.4, 0.5], [-0.7, 0.3, -0.1], [0.8, 0.2, 0.9], [0.1, -0.3, -0.5], [0.0, -0.5, -0.7], [-0.2, 0.2, 0.1], [0.3, 1.0, 0.4], [-0.4, -0.2, 0.1], [0.0, 0.0, -0.2], [0.2, -0.7, 0.0], [0.4, -0.4, -0.8], [-0.5, 0.6, -1.1], [-0.5, -0.9, 0.5], [0.7, -1.2, 0.0], [0.0, 0.6, -1.3], [0.4, -0.2, 0.8], [-0.2, 0.3, -1.0], [0.2, 0.3, 0.2], [-0.7, 0.6, -0.5], [2.5, -0.5, 1.0], [-0.9, -0.3, 0.2], [-1.9, 0.5, 1.9], [-0.8, 0.1, -0.5], [1.5, -0.7, -1.8], [-1.4, 0.0, 0.7], [-0.8, 0.0, 0.1], [1.8, 1.0, 0.2], [-0.7, -0.5, -0.3], [-0.9, 0.4, 0.1], [0.0, 0.1, 0.0], [-0.3, 0.1, -0.3], [-0.1, 0.0, -0.1], [0.2, -0.4, 0.4], [0.1, 0.3, 0.2], [1.2, -0.2, -1.3], [-0.6, 0.4, -0.1], [0.7, 0.1, -0.4], [0.3, 0.1, 0.2], [0.2, 0.7, 0.4], [0.4, -0.9, 0.3], [-4.2, 3.7, -9.2], [-1.1, 0.2, 5.1], [1.1, 0.3, 0.5], [1.7, -0.7, 0.2], [9.1, -4.8, -7.0], [-0.4, -1.9, 0.4], [-5.8, 3.0, 10.0]]}